A 2-piece molecular cluster, H4O2 overall at a distorted geometry, computed with ωB97M-V/def2-TZVPD.

Structure (XYZ):
```
6
Properties=species:S:1:pos:R:3:forces:R:3
O -1.23136 -0.87060 -0.60159 0.8 -1.9 0.1
H -0.79037 -1.77845 -0.45967 -1.1 2.4 0.0
H -1.36012 -0.44853 0.26106 0.4 -0.5 -0.2
O 1.15283 0.90972 0.60278 1.7 -1.4 0.0
H 1.92754 0.36567 0.23497 -2.0 1.6 0.5
H 0.85116 1.54833 -0.04582 0.3 -0.2 -0.4
```
Forces are in eV/Å.

* LUMO level: 0.88 eV
* total charge: 0
* ΔE to the lowest compared entry with this formula, charge and spin: 8.1 kcal/mol
* DFT total energy: -152.86206 hartree

An isolated ion of composition C5H10N3O and charge +1 at a distorted geometry, computed with ωB97M-V/def2-TZVPD.

Structure (XYZ):
```
19
Properties=species:S:1:pos:R:3:forces:R:3
C -2.60803 -1.50251 0.05598 -0.9 -2.7 0.0
O -2.07646 -0.25243 0.31212 1.7 3.7 0.2
C -0.80213 0.15728 0.26143 3.3 -2.4 -0.7
N 0.33268 -0.75307 0.12770 -2.0 4.0 -0.4
N 1.51565 -0.04620 0.07368 -2.5 -0.4 1.1
C 2.66828 -0.80657 -0.20831 4.1 -0.8 -1.3
C 1.19868 1.25281 0.00600 -0.2 -0.2 0.9
C -0.16428 1.43152 0.15568 -0.1 -2.6 -0.3
N -0.78738 2.55908 -0.07044 -4.4 3.5 -0.3
H -2.43833 -1.83590 -1.05270 -0.2 0.5 2.1
H -3.76256 -1.35650 0.23902 2.5 -0.6 -0.3
H -2.12261 -2.22581 0.84850 -1.3 0.8 -1.8
H 0.38928 -1.63751 0.50233 0.0 -2.4 0.9
H 2.48796 -1.89756 -0.37628 -0.5 1.1 0.3
H 3.00983 -0.40195 -1.19314 0.2 -0.6 0.7
H 3.62349 -0.79031 0.48074 -2.3 0.5 -0.7
H 1.82292 2.13441 -0.01441 0.7 -0.6 -0.4
H -0.44887 3.54475 -0.01033 -0.2 -1.8 0.1
H -1.83812 2.42647 -0.13758 2.0 0.9 0.2
```
Forces are in eV/Å.

* LUMO level: -3.60 eV
* total charge: +1
* ΔE to the lowest compared entry with this formula, charge and spin: 73.1 kcal/mol
* DFT total energy: -435.68566 hartree

C2H4N2O2S as an isolated structure at a distorted geometry, computed with ωB97M-V/def2-TZVPD.

Structure (XYZ):
```
11
Properties=species:S:1:pos:R:3:forces:R:3
C -0.25851 -1.13553 -1.06818 -1.2 -0.1 -3.3
C 0.32483 -0.04911 1.20241 0.1 1.0 -4.3
N 0.38457 -2.08322 -0.50986 -0.2 0.0 -0.4
N -0.43191 0.09345 -0.57352 0.4 1.7 4.4
O 2.26130 -1.97428 1.04281 0.8 1.0 0.1
O 0.06757 -2.55543 1.91640 -0.1 0.3 -0.2
S 0.85520 -1.78524 0.99296 -1.4 -1.3 1.9
H -0.60819 -1.35251 -2.17047 0.4 0.6 2.2
H 1.23335 0.52666 1.02986 -0.2 0.2 0.1
H -0.31204 0.42921 1.95743 -0.1 -1.0 -0.3
H -1.16335 0.87476 -0.71682 1.6 -2.4 -0.1
```
Forces are in eV/Å.

* LUMO level: -0.17 eV
* total charge: 0
* ΔE to the lowest compared entry with this formula, charge and spin: 78.2 kcal/mol
* DFT total energy: -736.68022 hartree

C9H8N2O2 as an isolated structure at a distorted geometry, computed with ωB97M-V/def2-TZVPD.

Structure (XYZ):
```
21
Properties=species:S:1:pos:R:3:forces:R:3
C -3.41210 -1.03252 -0.02484 -1.6 -1.0 -2.8
C -1.62931 0.42544 -0.02622 -0.5 4.2 1.4
C 0.59276 -0.37799 -0.01353 -2.8 4.4 2.1
C 1.39557 -1.44317 0.08922 3.5 -2.8 -2.5
C 2.85408 -1.32114 -0.10833 -0.7 1.1 1.1
C 3.34313 0.00814 -0.18961 0.8 -1.5 2.9
C 2.45671 1.06981 0.17755 2.1 3.3 0.7
C 1.09997 1.01943 0.24268 -2.1 -4.0 -2.4
C 0.14678 2.16032 0.00477 0.7 1.6 0.2
H -2.60059 -1.62089 -0.82862 -2.6 1.5 2.7
H -4.59882 -0.88401 -0.79690 3.5 -1.0 3.1
H -3.40638 -1.46683 1.06169 -0.7 -0.1 -2.5
H -3.60818 1.01644 -0.04216 -1.4 2.6 -0.8
H 1.02956 -2.44762 -0.16726 -0.4 0.5 0.9
H 3.62967 -2.19496 0.03969 -2.0 1.7 -0.8
H 4.46580 0.04729 0.03756 -1.7 0.7 -0.9
H 2.81107 2.12087 0.55746 0.1 -2.0 -1.3
N -2.97068 0.34304 0.15956 2.3 -4.4 -0.3
N -0.82746 -0.52187 0.02222 2.0 -2.2 -0.8
O 0.56586 3.30597 -0.17715 -2.5 -3.3 0.5
O -1.33743 1.79424 -0.01777 4.0 0.7 -0.5
```
Forces are in eV/Å.

* LUMO level: -0.26 eV
* total charge: 0
* ΔE to the lowest compared entry with this formula, charge and spin: 111.1 kcal/mol
* DFT total energy: -607.61277 hartree

A single C4H9NO2 molecule at a distorted geometry, computed with ωB97M-V/def2-TZVPD.

Structure (XYZ):
```
16
Properties=species:S:1:pos:R:3:forces:R:3
C 1.04156 -1.26210 1.28727 -0.1 0.0 0.1
C 0.40102 -0.91297 -0.04603 -0.4 0.5 0.4
O -0.20464 -1.98288 -0.71850 -0.5 -0.2 0.3
C -0.69647 0.31446 0.29445 0.7 -0.2 -0.2
C -0.08690 1.38614 -0.55662 0.5 0.2 -0.2
N -0.82995 1.95084 -1.55945 0.1 0.2 0.0
O 1.11691 1.57360 -0.49842 -0.2 0.7 0.0
H 0.25769 -1.61484 1.96141 0.1 0.0 0.2
H 1.47454 -0.33847 1.68253 0.0 -0.2 0.1
H 1.83970 -2.01052 1.23435 -0.3 0.0 -0.3
H 1.22322 -0.61230 -0.72318 -0.9 0.4 0.4
H -1.05363 -2.07922 -0.28325 -0.3 -0.5 -0.1
H -1.80128 0.23857 0.12947 1.0 -0.8 -0.4
H -0.63045 0.57162 1.36477 0.4 -0.1 -0.4
H -0.26516 2.54296 -2.15202 -0.2 0.2 0.1
H -1.78617 2.23512 -1.41677 0.0 -0.3 0.0
```
Forces are in eV/Å.

* LUMO level: 0.82 eV
* total charge: 0
* ΔE to the lowest compared entry with this formula, charge and spin: 32.4 kcal/mol
* DFT total energy: -363.03397 hartree